Entry from the Open Molecules 2025 dataset: C31H36B2N13O3S5Yb as an isolated structure (ωB97M-V/def2-TZVPD).

Values from the calculation:
E_HOMO (spin up / spin down) in eV: -8.072 / -8.073
Total energy in eV: -145312.1408
Multiplicity: 2
Frontier orbital gap (spin up / spin down) in Eh: 0.2999 / 0.2655

Geometry as XYZ:
```
91
C31H36B2N13O3S5Yb | the Open Molecules 2025 dataset | ωB97M-V/def2-TZVPD
Yb 0.01 -0.33 -0.37
C 4.27 -1.06 -2.15
C 3.37 -0.24 -1.47
N 2.11 -0.59 -1.74
N 2.18 -1.63 -2.59
C 3.46 -1.93 -2.85
B 0.97 -2.28 -3.27
N 0.16 -3.14 -2.27
C -0.31 -4.37 -2.52
C -1.28 -4.67 -1.59
C -1.36 -3.52 -0.80
N -0.47 -2.61 -1.21
N -0.01 -1.20 -3.75
C -0.42 -1.00 -5.00
C -1.45 -0.09 -4.99
C -1.61 0.22 -3.64
N -0.73 -0.45 -2.90
H 5.33 -1.00 -2.15
H 3.59 0.55 -0.78
H 3.72 -2.73 -3.51
H 1.34 -2.95 -4.17
H 0.08 -4.96 -3.33
H -1.86 -5.56 -1.52
H -2.03 -3.30 0.00
H 0.05 -1.51 -5.82
H -2.01 0.29 -5.82
H -2.33 0.87 -3.18
C -0.41 2.84 1.84
C 0.93 2.21 1.89
N 1.22 1.07 1.29
C 2.41 0.57 1.76
C 3.02 1.38 2.69
S 2.13 2.83 2.96
C 2.88 -0.76 1.43
C 4.10 -1.25 1.81
S 4.27 -2.90 1.38
C 2.67 -2.84 0.70
N 2.08 -1.69 0.79
C 2.10 -4.08 0.11
H -0.89 2.65 0.87
H -0.31 3.90 2.03
H -1.02 2.40 2.63
H 3.94 1.20 3.19
H 4.89 -0.74 2.32
H 2.48 -4.95 0.64
H 2.40 -4.17 -0.94
H 1.02 -4.05 0.16
C -3.54 2.75 -0.84
N -3.69 2.23 0.48
C -4.13 2.90 1.58
C -4.12 2.02 2.61
N -3.69 0.81 2.15
B -3.85 -0.43 3.10
N -3.27 -1.75 2.55
C -3.98 -2.92 2.52
C -3.12 -3.96 2.44
N -1.85 -3.42 2.42
C -0.62 -4.15 2.45
C -1.97 -2.07 2.46
S -0.66 -1.01 2.41
C -3.40 0.95 0.86
S -2.82 -0.18 -0.29
H -3.98 3.74 -0.89
H -4.05 2.10 -1.56
H -2.48 2.78 -1.11
H -4.41 3.93 1.56
H -4.38 2.16 3.64
H -3.28 -0.18 4.11
H -5.03 -0.59 3.23
H -5.05 -2.91 2.55
H -3.28 -5.02 2.41
H -0.56 -4.83 1.60
H -0.53 -4.72 3.38
H 0.19 -3.42 2.40
N 0.25 2.13 -2.05
C 0.91 3.19 -1.38
C 0.20 4.27 -0.87
C 0.82 5.15 0.00
C 2.14 4.96 0.34
C 2.89 3.97 -0.25
C 2.28 3.10 -1.14
S 2.67 5.74 1.88
O 2.48 7.17 1.74
O 4.02 5.28 2.12
O 1.66 5.11 2.77
H -0.56 2.47 -2.56
H 0.88 1.68 -2.72
H -0.85 4.39 -1.11
H 0.29 5.96 0.47
H 3.93 3.88 0.02
H 2.84 2.33 -1.64
```

***

Entry from the Open Molecules 2025 dataset: one molecule with the formula C5H10S (ωB97M-V/def2-TZVPD).

Values from the calculation:
E_HOMO in eV: -8.881
Total energy in eV: -16181.1838
Frontier orbital gap in Eh: 0.3625
SMILES: C=CC[C@@H](C)S

Geometry as XYZ:
```
16
C5H10S | the Open Molecules 2025 dataset | ωB97M-V/def2-TZVPD
C -2.76 -0.36 -0.16
C -1.45 -0.67 -0.06
C -0.36 0.29 0.18
C 0.99 -0.03 -0.52
C 2.16 0.89 0.00
S 1.39 -1.69 -0.09
H -3.57 -1.09 -0.08
H -3.17 0.68 -0.23
H -1.17 -1.71 -0.08
H -0.11 0.33 1.23
H -0.69 1.33 -0.06
H 0.75 0.16 -1.56
H 3.02 0.82 -0.61
H 2.40 0.68 1.03
H 1.74 1.87 -0.10
H 0.83 -1.50 1.11
```

***

Entry from the Open Molecules 2025 dataset: C9H8N2O as an isolated structure (ωB97M-V/def2-TZVPD).

Values from the calculation:
E_HOMO in eV: -7.878
Total energy in eV: -14485.5091
Frontier orbital gap in Eh: 0.2984

Geometry as XYZ:
```
20
C9H8N2O | the Open Molecules 2025 dataset | ωB97M-V/def2-TZVPD
C -1.03 0.47 1.00
C -1.46 -0.71 1.67
C -1.14 -1.91 1.01
C -0.30 -1.96 0.02
C 0.33 -0.81 -0.43
C 1.39 -0.99 -1.64
C 1.37 1.36 -1.58
C 0.35 1.63 -0.68
C -0.11 0.47 -0.07
H -0.43 1.94 2.55
H -2.67 1.51 1.96
H -2.01 -0.63 2.67
H -1.24 -2.90 1.63
H 0.04 -2.97 -0.38
H 2.73 0.52 -2.61
H 2.08 2.20 -1.88
H 0.02 2.63 -0.61
N -1.43 1.89 1.52
N 1.90 0.22 -1.94
O 1.62 -1.97 -2.22
```

***

Entry from the Open Molecules 2025 dataset: a 14-piece molecular cluster, C5H41N2O14 overall (ωB97M-V/def2-TZVPD).

Values from the calculation:
E_HOMO (spin up / spin down) in eV: -16.392 / -16.391
Total energy in eV: -37477.7759
Net charge: +2
Multiplicity: 2
Frontier orbital gap (spin up / spin down) in Eh: 0.4067 / 0.1785

Geometry as XYZ:
```
62
C5H41N2O14 | the Open Molecules 2025 dataset | ωB97M-V/def2-TZVPD
C -0.40 0.70 0.13
N -0.42 -0.65 -0.49
C -1.56 -1.32 0.11
C -1.32 -2.76 0.64
C -0.55 -2.80 2.00
O 0.67 -2.06 1.78
C 0.84 1.54 -0.23
N 0.38 2.58 -1.26
H -0.54 0.78 1.27
H -1.30 1.07 -0.39
H 0.52 -1.09 -0.19
H -2.31 -1.42 -0.77
H -2.01 -0.85 1.02
H -0.68 -3.40 -0.05
H -2.31 -3.28 0.70
H -1.15 -2.39 2.84
H -0.34 -3.83 2.33
H 1.45 -2.59 1.57
H 1.55 0.76 -0.62
H 1.39 2.12 0.52
H 0.00 2.09 -2.09
H -0.29 3.13 -0.66
H 1.08 3.26 -1.48
H -0.32 0.73 -4.13
H -0.99 2.05 -4.62
O -0.40 1.68 -3.95
H 1.89 -0.83 1.19
H 3.21 -0.60 0.47
O 2.75 -0.44 1.29
H 0.75 -0.72 3.69
H 0.08 -1.02 5.04
O 0.43 -0.33 4.49
H 2.71 -2.29 -2.74
H 3.58 -3.18 -1.89
O 3.27 -2.28 -1.94
H -1.26 4.90 0.33
H -0.22 5.55 -0.77
O -0.49 4.78 -0.27
H -1.90 4.53 -1.93
H -3.15 3.55 -2.26
O -2.19 3.64 -2.14
H -2.73 3.89 1.59
H -3.05 5.44 1.64
O -2.72 4.74 1.09
H -2.90 2.51 3.14
H -3.35 1.80 1.76
O -3.44 2.57 2.33
H 1.25 -3.72 -1.17
H 2.20 -4.21 -0.02
O 1.30 -3.97 -0.25
H 3.39 -4.18 1.98
H 4.54 -3.89 0.71
O 3.70 -4.12 1.08
H 0.94 -4.24 -3.68
H 0.45 -2.82 -3.99
O 1.26 -3.34 -3.73
H 0.04 2.91 3.43
H -0.55 1.59 3.75
O -0.81 2.42 3.35
H -0.46 -1.19 -2.49
H -1.76 -1.59 -3.35
O -0.82 -1.40 -3.38
```

***

Entry from the Open Molecules 2025 dataset: C4H11N3O as an isolated structure (ωB97M-V/def2-TZVPD).

Values from the calculation:
E_HOMO in eV: -7.464
Total energy in eV: -10840.1200
Frontier orbital gap in Eh: 0.3071

Geometry as XYZ:
```
19
C4H11N3O | the Open Molecules 2025 dataset | ωB97M-V/def2-TZVPD
C 2.84 0.49 0.43
C 1.60 0.91 -0.24
N 0.76 -1.47 0.97
O 0.30 -0.16 0.67
N 1.14 1.66 -1.05
H 0.30 -2.12 0.33
H 0.41 -1.69 1.90
H -0.22 1.65 -1.20
H 3.69 0.93 -0.08
H 2.91 -0.60 0.45
H 2.81 0.83 1.47
C -2.54 -0.65 -0.12
C -1.45 0.05 -0.84
N -1.37 1.32 -1.02
H -2.01 1.91 -0.49
H -0.74 -0.55 -1.39
H -3.15 -1.22 -0.82
H -2.09 -1.35 0.59
H -3.18 0.04 0.44
```

***

Entry from the Open Molecules 2025 dataset: one molecule with the formula C5H9N (ωB97M-V/def2-TZVPD).

Values from the calculation:
E_HOMO in eV: -8.871
Total energy in eV: -6819.1212
Frontier orbital gap in Eh: 0.3624
SMILES: C=CC(=C)CN

Geometry as XYZ:
```
15
C5H9N | the Open Molecules 2025 dataset | ωB97M-V/def2-TZVPD
C -1.82 -0.96 0.04
C -1.37 0.27 -0.16
C -0.02 0.70 0.19
C 0.36 1.95 -0.12
C 1.04 -0.32 0.60
N 1.67 -0.97 -0.59
H -1.20 -1.71 0.51
H -2.86 -1.23 -0.21
H -2.03 1.01 -0.53
H -0.38 2.54 -0.63
H 1.34 2.41 0.02
H 0.60 -0.99 1.34
H 1.80 0.32 1.11
H 0.86 -1.13 -1.39
H 2.00 -1.91 -0.19
```

***

Ordered energy above the lowest of the compared OMol25 structures with the same formula, charge and spin results: 18.5; 29.8; 121.8; 48.9; 117.4; 43.2; unit kcal per mole.